# CH2O4S

The molecule CH2O4S at a distorted geometry (ωB97M-V/def2-TZVPD, the Open Molecules 2025 dataset).

```
8
Properties=species:S:1:pos:R:3
C -0.430 -1.138 0.657
O -0.728 0.484 1.081
O 1.393 1.635 0.183
O -0.701 -1.792 -0.287
O -0.347 0.431 -1.336
S -0.055 1.605 0.042
H 0.427 -1.173 1.079
H 0.442 -0.051 -1.419
```

Energy relative to the best compared isomer or geometry (same formula, charge and spin) = 74.56 kcal/mol
LUMO = -0.94 eV
E_HOMO = -10.70 eV
Frontier orbital gap = 9.76 eV